(1)
Below is one molecule with the formula C2H2O2S2, with properties calculated with ωB97M-V/def2-TZVPD.

SMILES: O=C(S)C(O)=S
HOMO-LUMO gap (eV): 8.5104
ΔE to the lowest compared entry with this formula, charge and spin (kJ/mol): 56.6

```
! wB97M-V def2-TZVPD RIJCOSX def2/J DEFGRID3
* xyz 0 1
S 1.66 -0.19 -0.50
S -2.53 0.34 -0.47
O 0.12 1.81 0.31
O -0.87 -1.52 0.28
C 0.15 0.67 0.00
C -1.09 -0.24 -0.04
H 2.49 0.82 -0.17
H 0.07 -1.68 0.59
*
```


(2)
Below is a 2-piece molecular cluster, C27H19Cl2NO2S overall, with properties calculated with ωB97M-V/def2-TZVPD.

HOMO-LUMO gap (eV): 4.1985
ΔE to the lowest compared entry with this formula, charge and spin (kJ/mol): 185.1

```
! wB97M-V def2-TZVPD RIJCOSX def2/J DEFGRID3
* xyz 0 1
Cl 5.35 2.44 -2.43
Cl -5.67 2.45 -2.20
S 1.33 -1.45 1.92
O 2.45 -0.95 1.16
O 1.41 -1.61 3.36
N -2.11 -1.81 0.55
C 3.76 1.87 -2.17
C -1.22 -1.16 0.98
C -0.25 0.83 2.08
C -0.11 -0.46 1.46
C 2.22 0.02 -2.01
C -2.55 0.01 -1.88
C -4.07 1.86 -2.14
C -1.42 0.89 -1.86
C 0.14 -5.34 1.63
C 0.38 -5.62 0.28
C -1.65 2.78 2.56
C -1.68 2.25 -2.19
C 0.80 1.44 2.82
C 3.51 0.49 -2.20
C 1.14 0.91 -1.73
C -0.15 0.34 -1.52
C -1.48 1.54 1.95
C 2.72 2.77 -1.93
C 1.20 -3.37 -0.06
C 0.93 -3.08 1.28
C 0.61 2.68 3.42
C -2.98 2.74 -2.25
C -3.84 0.48 -2.00
C 1.44 2.30 -1.66
C -0.61 3.36 3.29
C 0.90 -4.63 -0.56
C 0.43 -4.07 2.14
H 1.43 3.11 4.00
H -2.29 1.08 1.38
H -0.74 4.33 3.77
H 0.67 3.01 -1.35
H -0.86 2.93 -2.41
H -4.69 -0.21 -1.98
H 1.65 -2.60 -0.69
H -2.37 -1.06 -1.78
H 1.08 -4.83 -1.62
H 1.76 0.94 2.94
H -3.18 3.80 -2.39
H 0.16 -6.61 -0.12
H -2.61 3.30 2.45
H 2.92 3.84 -1.96
H 2.01 -1.04 -2.08
H 0.25 -3.83 3.19
H -0.26 -6.10 2.29
H -0.15 -0.74 -1.35
H 4.33 -0.20 -2.40
*
```


no.,electronic energy (eV),maximum force (hartree/bohr)
1,-27871.019,0.0283
2,-69769.321,0.0433